# 1
23
Properties=species:S:1:pos:R:3:forces:R:3 method="wB97M-V/def2-TZVPD" charge=+1 lumo_ha="-0.1650 / -0.1650" e_homo_ev="-11.84 / -11.84" orbital_gap_ev="7.346 / 7.345"
N 3.675409 -0.087143 0.052493 -0.6 -1.5 0.7
N 1.860319 1.223398 -0.175446 0.4 0.4 0.1
C -1.182672 -1.712790 -0.048720 -0.8 -1.4 0.3
C -2.486166 2.598807 0.253940 2.8 -1.9 -1.3
C 0.683829 0.970768 -0.178720 0.0 0.5 0.5
C 3.140111 1.115383 -0.045658 0.0 -1.6 -0.8
C -1.309721 -3.128851 0.093684 3.1 0.4 2.9
C -1.103894 -0.537875 0.065329 1.2 1.0 -0.2
C 2.880232 -1.316887 0.236626 -2.7 2.4 0.9
C -1.574307 1.802941 0.030679 -1.8 2.3 1.0
C -3.383671 3.701551 0.355896 -1.9 0.7 2.9
C -0.602227 0.770872 0.015060 -1.1 0.7 -0.4
H 2.331372 -1.485062 -0.668620 -0.7 -0.1 -0.5
H -1.503990 -3.335709 1.194585 0.3 0.0 -1.3
H -2.025118 -3.560104 -0.471003 -2.4 -1.4 -1.9
H -4.458154 3.341058 0.642237 2.0 0.6 0.0
H 2.115209 -1.288498 1.130378 1.8 0.1 -1.6
H 3.561416 -2.070589 0.296716 1.7 -2.2 0.7
H -0.302197 -3.517916 -0.181036 -0.8 -0.3 0.3
H 3.841404 1.884706 -0.191545 0.2 1.5 0.0
H 4.604210 -0.330332 -0.254276 0.3 1.0 0.3
H -3.590519 4.202533 -0.563962 0.5 0.5 -0.8
H -2.938123 4.435461 1.171094 -1.3 -1.3 -1.7

# 2
72
Properties=species:S:1:pos:R:3:forces:R:3 method="wB97M-V/def2-TZVPD" charge=+1 lumo_ha=-0.3049 e_homo_ev=-9.17 orbital_gap_ev=0.874
Br -0.545206 2.922120 -7.445612 -1.3 -0.5 -1.5
Cl -2.426508 -2.344526 1.393833 -0.1 0.3 -0.4
Cl -2.494444 -2.724516 -1.480843 -0.1 0.1 0.2
Cl -4.965430 -2.340446 -0.009487 0.3 0.2 0.0
Cl -3.117202 -0.122994 -0.342209 0.5 -2.5 -0.4
P -3.212010 4.153041 -4.324215 1.1 1.5 -1.2
Al 2.959592 5.259264 -4.947566 1.0 1.5 0.6
Al -4.943457 0.727675 -3.792401 -0.8 0.1 0.6
F -2.860482 7.024966 -5.084227 0.7 0.1 -0.3
O 6.816757 -3.457108 3.871618 -0.6 0.0 0.0
O 5.071028 -3.089945 1.517308 0.3 0.1 0.1
O -0.197181 3.620919 -3.298458 0.5 -0.1 0.0
O -4.346010 2.794686 -4.353538 0.6 -1.6 0.8
O 0.892455 -2.628270 0.374934 0.0 0.4 -0.3
O 5.350924 -2.220503 7.735626 -0.5 0.2 -0.5
O -4.783486 5.548400 -2.406539 1.6 -2.1 0.6
O 1.260376 -4.011239 2.033565 -0.1 0.0 0.0
O 0.639893 -4.616420 0.020988 -0.1 -0.2 -0.3
N 1.976212 3.203534 -2.925724 -0.3 0.5 -0.4
N -5.659340 -4.508728 3.725757 0.0 0.0 0.0
C 6.042200 -4.123800 1.661368 -0.4 -0.1 0.1
C -3.520890 2.457991 -0.188374 1.2 4.5 -1.1
C 6.217970 -4.514212 3.125192 0.5 0.0 -0.1
C -4.955888 -6.025833 5.183656 -0.3 0.0 0.0
C -4.479062 3.312826 -1.096386 3.7 1.1 1.1
C -3.251048 -1.885423 -0.108973 0.3 -0.6 0.0
C -1.637061 4.449183 -0.263429 -3.8 -0.9 -1.6
C 5.871229 -2.748248 4.656385 0.5 0.3 -0.2
C -2.579095 5.303922 -1.147411 -1.1 -3.7 1.4
C -3.829208 -5.477709 4.522038 0.1 0.2 -0.2
C 0.908868 3.398233 -3.759577 -0.2 0.0 0.4
C -4.051765 5.716735 -3.681919 -2.3 0.1 0.8
C 5.664593 -1.817598 1.305325 -0.2 -0.1 0.0
C -4.293251 -4.542128 3.630040 0.1 0.0 -0.1
C -6.070874 -5.406518 4.674497 0.0 -0.1 0.0
C 3.355127 2.923337 -3.279061 -0.1 -0.1 0.7
C -3.986330 4.729407 -1.556494 1.8 -1.2 1.9
C 0.949139 -3.766009 0.876724 0.2 -0.2 0.6
C 1.138181 3.328401 -5.246824 -0.1 -0.3 1.6
C -2.118524 3.051504 0.197328 -1.5 1.5 -1.6
H -3.817686 1.408202 0.203700 -0.1 3.7 -0.3
H 1.736227 3.268266 -1.944371 0.1 0.0 0.0
H 6.085837 -1.769187 0.295413 0.1 0.1 0.0
H 3.504913 2.871926 -4.358217 -0.1 -0.3 0.0
H 3.637425 1.969083 -2.830356 0.3 0.0 -0.3
H 6.352363 -1.847659 5.038967 0.0 -0.1 0.0
H 6.898348 -5.369329 3.181910 0.0 0.0 0.0
H -5.490105 2.875450 -1.409329 1.5 1.0 0.6
H 4.885421 -1.058548 1.394742 0.0 -0.1 0.0
H 6.998552 -3.827617 1.216644 0.0 0.0 0.1
H 6.443452 -1.605545 2.042426 0.0 0.0 0.0
H 6.188113 -2.653821 7.915016 0.6 -0.3 0.2
H -3.300171 6.593793 -3.579147 -0.3 -1.4 -0.9
H 3.984840 3.713554 -2.861437 0.3 -0.2 0.0
H 5.552197 -3.365962 5.505819 -0.2 0.0 0.3
H -6.266322 -3.915951 3.183783 0.1 -0.1 0.1
H 0.172077 3.504978 -5.779888 0.7 0.3 0.5
H 1.508522 2.339827 -5.522169 0.2 0.2 -0.3
H -1.376301 2.441990 0.834537 -1.5 0.9 -1.1
H -2.267889 6.327850 -1.534655 -0.5 -1.6 0.6
H 4.998430 -2.452486 4.066412 -0.1 -0.1 0.1
H -2.180077 3.688363 -3.414765 -1.2 0.3 -0.1
H -3.771011 -3.900172 2.936775 -0.1 -0.2 0.2
H 5.262329 -4.814725 3.567839 0.0 0.1 -0.1
H -4.951520 -6.788111 5.948591 0.0 0.1 -0.1
H -3.727280 2.032677 -4.532625 0.5 1.8 -0.7
H -7.118732 -5.527752 4.903563 0.1 0.0 0.0
H 1.851413 4.108654 -5.561851 -0.9 -1.1 -1.1
H 5.670360 -4.991774 1.108720 0.0 0.0 0.1
H -0.608310 4.890001 -0.017505 -1.8 -1.0 -0.2
H -4.853026 6.038455 -4.446795 1.5 -0.5 1.2
H -2.793178 -5.738397 4.681338 -0.1 0.0 0.0

# 3
17
Properties=species:S:1:pos:R:3:forces:R:3 method="wB97M-V/def2-TZVPD" smiles=C[C@H](O)[C@](N)(O)OO lumo_ha=0.0187 e_homo_ev=-9.05 orbital_gap_ev=9.557
O -1.801623 -0.801020 0.608217 1.2 -0.7 -1.5
O 1.743851 -0.255137 0.072239 0.0 0.9 1.6
O 0.039283 1.534430 0.367299 0.3 0.0 -0.2
O 2.119726 0.322685 -1.167915 -0.3 0.4 -0.1
N 0.302298 -0.069808 2.040249 -0.3 0.3 -0.7
C -0.407076 -0.755491 -0.212446 -4.6 0.6 2.2
C 0.261589 0.225854 0.689010 2.8 -1.1 -1.8
C -0.701206 -0.343364 -1.633846 0.2 -0.2 0.2
H -0.156071 -0.937828 2.280957 0.4 0.2 0.3
H -1.460113 -1.009595 -2.038944 0.0 -0.1 0.0
H 1.087921 0.299893 2.554064 0.0 -0.5 0.0
H 2.041315 1.277567 -1.010657 0.1 -0.1 0.1
H 0.200906 -0.401855 -2.237535 0.0 0.0 0.0
H 0.230033 2.091280 1.132633 -0.1 -0.2 0.0
H -2.359283 -0.078900 0.294279 0.2 0.0 -0.1
H -0.060027 -1.774848 -0.074847 0.2 0.3 0.0
H -1.081525 0.676137 -1.662756 0.0 0.0 0.0

The following energy relative to the best compared isomer or geometry (same formula, charge and spin) values (in kJ/mol) correspond, in order, to the records above: 616.3 0.0 411.0.
The following molecular weight values (in u) correspond, in order, to the records above: 159.21 770.13 123.11.
The following E_tot values (in a.u.) correspond, in order, to the records above: -496.69392 -6907.64149 -475.28430.